Record 1
13
Properties=species:S:1:pos:R:3:forces:R:3 method="wB97M-V/def2-TZVPD" total_charge=0 homo_lumo_gap_ev="8.2 / 8.2" e_tot_ev=-16581.33555 e_above_lowest_kj_mol=539.9 homo_energy_ha="-0.319 / -0.319"
C 4.958632 -0.512197 0.359118 2.848 -0.764 -1.632
C -4.078496 -0.456814 0.967995 2.311 0.959 -2.349
C -3.220759 -0.114674 0.001118 1.020 -4.032 1.059
C 4.495952 -0.137158 -1.018365 0.186 1.453 2.477
N 3.937691 -0.933026 0.844127 -2.454 0.669 -1.190
S -1.866422 -1.244863 -0.542852 -0.282 2.683 -1.283
H 5.957406 -0.499692 0.789073 0.264 0.354 0.105
H -4.700370 0.340652 1.137754 -2.164 1.152 1.154
H -3.986645 -1.359289 1.485474 -0.248 -0.988 0.918
H -3.284199 0.732073 -0.589293 -0.026 1.675 -0.863
H 4.551494 0.995807 -1.124046 -0.896 -1.609 -0.159
H 4.045295 -0.778657 -1.761121 0.052 -0.105 0.402
H -2.105639 -2.240504 0.214396 -0.611 -1.446 1.360



Record 2
40
Properties=species:S:1:pos:R:3:forces:R:3 method="wB97M-V/def2-TZVPD" total_charge=0 homo_lumo_gap_ev=8.9 e_tot_ev=-113361.00010 homo_energy_ha=-0.343
C 1.199411 -3.559155 -1.254699 0.386 -0.009 0.230
Si -0.345587 -2.530107 -0.611003 1.162 -0.239 -0.639
C -1.818524 -2.547397 -1.893852 -1.663 0.951 -0.993
C -3.263326 -2.938680 -1.199365 -0.121 -4.165 5.803
O -3.380710 -3.699825 -0.079814 0.915 5.319 -7.897
Cl -4.884006 -2.286839 -1.917957 2.383 -0.729 0.714
C 0.346457 -0.730327 -0.315511 -0.318 0.922 -0.079
C 0.188132 0.262254 -1.610254 -2.601 6.873 3.412
O -0.308971 1.507430 -1.371390 3.291 -8.487 -2.000
Br 0.642776 -0.169611 -3.511102 -0.290 0.029 1.843
H 0.914883 -4.184722 -2.201597 0.777 1.011 1.874
H 2.091066 -2.808593 -1.503704 -1.931 -1.770 0.471
H 1.510594 -4.240823 -0.333603 -0.461 1.254 -2.185
H -0.819603 -3.044175 0.698336 0.058 0.129 -0.236
H -1.565517 -3.208789 -2.854507 -0.888 1.251 2.214
H -1.941539 -1.437668 -2.300007 0.059 -2.333 0.683
H 1.450211 -0.873641 0.064358 -2.030 0.454 -0.983
H -0.267621 -0.235172 0.575865 1.395 -0.697 -2.147
C 2.651835 -2.677631 4.998698 -0.017 -0.004 -0.008
C 3.679505 -2.280292 4.149866 -0.229 -0.061 0.118
C 3.354031 -1.909393 2.855012 -0.750 0.032 -0.428
N 2.094568 -1.914615 2.366055 0.193 -0.298 0.896
C 1.118203 -2.306823 3.213015 0.522 0.278 -0.613
C 1.344037 -2.691710 4.524797 0.278 0.015 0.064
H 2.868121 -2.974113 6.020935 -0.027 0.036 -0.124
H 4.709166 -2.259417 4.488419 -0.097 0.011 -0.059
H 4.120319 -1.588519 2.155368 -0.019 -0.033 0.085
H 0.115290 -2.304386 2.795321 0.050 -0.023 0.091
H 0.520863 -2.995698 5.161383 0.064 0.034 -0.091
C -1.959754 5.305962 -0.906632 0.021 0.066 -0.074
C -1.223036 4.443897 -1.711982 -0.188 0.079 0.259
C -0.684026 4.943897 -2.886553 -0.078 0.899 -0.344
N -0.835502 6.221667 -3.298512 -0.398 -0.301 0.842
C -1.557219 7.034494 -2.496706 0.503 -0.470 -0.613
C -2.131737 6.628226 -1.303061 0.039 -0.251 0.062
H -2.396512 4.950459 0.022082 0.050 0.030 -0.101
H -1.071704 3.407656 -1.431701 -0.029 0.304 -0.116
H -0.098457 4.311372 -3.547371 -0.052 -0.007 0.082
H -1.666164 8.055677 -2.851141 -0.010 -0.063 0.060
H -2.699952 7.325130 -0.697485 0.050 -0.032 -0.073



Record 3
12
Properties=species:S:1:pos:R:3:forces:R:3 method="wB97M-V/def2-TZVPD" total_charge=+1 homo_lumo_gap_ev=8.7 e_tot_ev=-12808.48886 e_above_lowest_kj_mol=0.0 homo_energy_ha=-0.516
C 0.142794 0.199639 0.030582 -0.042 0.153 0.041
C -0.893117 0.084837 1.110604 0.071 0.841 -0.927
C 0.677663 -1.058502 -0.530824 0.238 -0.434 -0.338
N 0.593031 1.323193 -0.474718 -0.708 -0.577 0.816
I -2.731086 -0.067597 -0.075120 0.464 0.003 0.358
H -0.807164 -0.831523 1.679961 0.099 -0.030 -0.073
H -0.984418 0.957418 1.752799 -0.026 -0.012 -0.096
H 0.366091 -1.179228 -1.571233 -0.070 0.073 0.009
H 0.348905 -1.935741 0.018740 -0.038 0.080 0.038
H 1.767879 -1.035515 -0.540405 0.061 0.035 0.070
H 0.266129 2.229230 -0.155791 0.021 -0.108 -0.001
H 1.253292 1.313792 -1.244591 -0.070 -0.024 0.102